1.
{
  "formula": "C46H45FN6O10Sc",
  "method": "wB97M-V/def2-TZVPD",
  "multiplicity": 1,
  "total_charge": 1,
  "e_tot_ha": -3721.3982,
  "e_homo_ev": -8.82,
  "orbital_gap_ev": 5.553,
  "e_lumo_ev": -3.271,
  "species": ["Sc", "C", "C", "N", "C", "C", "C", "O", "O", "C", "O", "C", "C", "C", "F", "C", "C", "C", "N", "C", "C", "N", "C", "C", "H", "H", "H", "H", "H", "H", "H", "H", "H", "H", "H", "H", "H", "H", "H", "H", "H", "H", "C", "O", "C", "C", "C", "C", "C", "C", "N", "C", "N", "C", "C", "C", "C", "C", "C", "O", "C", "N", "C", "C", "C", "C", "C", "C", "O", "C", "H", "H", "H", "H", "H", "H", "H", "H", "H", "H", "H", "H", "H", "H", "H", "H", "H", "H", "H", "H", "H", "H", "O", "C", "O", "C", "C", "C", "C", "O", "C", "O", "C", "C", "H", "H", "H", "H", "H"],
  "positions_angstrom": [[0.549, 0.487, -0.320], [-1.038, -6.844, -2.853], [-1.900, -5.593, -2.880], [-1.357, -4.523, -2.038], [-0.669, -3.519, -2.623], [-0.078, -2.485, -1.965], [0.554, -1.395, -2.810], [0.792, -1.624, -3.981], [0.708, -0.279, -2.195], [-0.118, -2.457, -0.544], [0.480, -1.629, 0.179], [-0.915, -3.507, 0.089], [-1.096, -3.482, 1.472], [-1.830, -4.454, 2.080], [-1.964, -4.416, 3.432], [-2.431, -5.502, 1.363], [-2.264, -5.515, -0.009], [-1.508, -4.530, -0.663], [-3.209, -6.533, 1.952], [-2.794, -7.903, 1.755], [-1.969, -8.419, 2.928], [-2.800, -8.293, 4.179], [-3.236, -6.867, 4.420], [-3.960, -6.360, 3.176], [-1.489, -7.624, -3.466], [-0.920, -7.229, -1.840], [-0.045, -6.632, -3.248], [-2.926, -5.796, -2.570], [-1.959, -5.192, -3.890], [-0.592, -3.548, -3.703], [-0.636, -2.692, 2.050], [-2.762, -6.289, -0.573], [-2.205, -7.999, 0.846], [-3.681, -8.537, 1.632], [-1.076, -7.815, 3.086], [-1.692, -9.467, 2.822], [-2.279, -8.638, 4.987], [-3.628, -8.890, 4.090], [-2.330, -6.305, 4.622], [-3.877, -6.867, 5.300], [-4.232, -5.317, 3.322], [-4.898, -6.920, 3.070], [6.428, 5.829, -2.570], [5.430, 5.154, -1.826], [4.776, 5.855, -0.856], [5.051, 7.164, -0.506], [4.296, 7.790, 0.483], [3.263, 7.112, 1.096], [2.975, 5.798, 0.740], [3.739, 5.149, -0.217], [3.539, 3.833, -0.666], [2.718, 2.866, -0.143], [2.598, 2.904, 1.196], [2.007, 2.001, 2.114], [1.321, 0.854, 1.751], [0.847, 0.068, 2.817], [1.034, 0.404, 4.144], [1.719, 1.572, 4.476], [2.205, 2.369, 3.459], [2.894, 3.542, 3.655], [3.202, 3.917, 4.984], [2.160, 1.959, -0.917], [2.516, 2.034, -2.307], [3.298, 1.003, -2.822], [3.694, 0.981, -4.145], [3.311, 2.015, -4.988], [2.537, 3.049, -4.497], [2.127, 3.069, -3.166], [1.434, 4.182, -2.766], [0.187, 3.984, -2.109], [6.797, 5.112, -3.297], [7.249, 6.150, -1.924], [6.009, 6.695, -3.088], [5.847, 7.704, -0.996], [4.520, 8.811, 0.757], [2.660, 7.599, 1.850], [2.138, 5.295, 1.203], [3.831, 3.675, -1.621], [3.170, 3.603, 1.647], [0.310, -0.847, 2.591], [0.649, -0.229, 4.935], [1.865, 1.843, 5.511], [3.786, 4.831, 4.915], [3.791, 3.143, 5.482], [2.292, 4.108, 5.558], [3.585, 0.204, -2.150], [4.287, 0.158, -4.517], [3.609, 2.014, -6.028], [2.225, 3.871, -5.127], [-0.428, 4.851, -2.345], [0.305, 3.907, -1.028], [-0.303, 3.080, -2.477], [-0.948, 1.933, -0.097], [-1.900, 1.162, -0.465], [-1.680, -0.068, -0.582], [-3.223, 1.754, -0.772], [-4.177, 0.989, -1.427], [-5.424, 1.521, -1.763], [-5.652, 2.826, -1.400], [-6.778, 3.565, -1.604], [-6.499, 4.868, -1.083], [-5.197, 4.841, -0.502], [-4.700, 3.589, -0.741], [-3.469, 3.090, -0.415], [-3.932, -0.032, -1.683], [-6.173, 0.944, -2.285], [-7.235, 5.110, -0.313], [-6.518, 5.593, -1.901], [-2.716, 3.679, 0.084]],
  "atomic_forces_ev_per_a": [[0.016, -0.001, 0.076], [-0.011, -0.006, -0.012], [-0.024, 0.022, -0.025], [-0.015, 0.029, 0.058], [0.036, 0.048, 0.021], [-0.013, -0.107, -0.034], [-0.207, 0.146, -0.012], [0.034, -0.089, -0.008], [0.292, -0.063, -0.187], [0.098, 0.047, 0.042], [-0.051, -0.035, 0.033], [0.047, -0.083, -0.036], [0.004, -0.013, -0.032], [-0.035, -0.073, 0.028], [-0.050, -0.116, 0.033], [-0.093, 0.067, -0.036], [0.028, 0.074, -0.018], [0.006, -0.029, -0.025], [0.194, -0.004, 0.153], [-0.004, -0.020, -0.064], [0.005, -0.005, 0.062], [-0.023, -0.048, 0.029], [0.020, -0.034, -0.024], [-0.059, 0.064, -0.057], [-0.008, -0.014, -0.016], [-0.002, -0.011, 0.026], [0.019, 0.009, -0.006], [0.004, -0.010, 0.000], [0.003, -0.032, 0.017], [0.007, 0.020, -0.006], [0.002, 0.013, 0.012], [-0.020, -0.019, -0.019], [0.000, 0.015, 0.034], [0.002, -0.038, -0.007], [-0.010, -0.014, -0.024], [-0.001, 0.007, -0.029], [-0.020, 0.030, -0.043], [0.036, 0.034, -0.002], [0.027, 0.080, 0.000], [-0.013, 0.027, -0.021], [0.048, -0.016, 0.002], [-0.030, 0.019, 0.023], [-0.008, 0.025, 0.012], [-0.078, -0.013, 0.103], [0.009, -0.044, -0.037], [-0.028, -0.042, 0.010], [0.007, -0.010, -0.005], [0.003, 0.011, -0.005], [-0.027, 0.034, 0.006], [0.137, -0.008, -0.026], [-0.093, -0.038, -0.056], [0.112, 0.046, 0.015], [-0.061, 0.041, -0.015], [0.054, 0.014, 0.057], [0.002, -0.133, -0.020], [0.030, 0.013, 0.032], [0.012, 0.039, -0.024], [0.005, -0.005, -0.049], [0.020, 0.054, 0.019], [-0.026, -0.090, -0.065], [-0.023, -0.031, 0.002], [-0.057, 0.014, 0.099], [-0.007, -0.089, -0.032], [0.008, -0.008, -0.021], [-0.022, 0.022, 0.002], [0.002, 0.002, 0.017], [-0.003, -0.013, 0.022], [-0.020, 0.025, 0.012], [0.076, -0.032, -0.032], [-0.015, -0.044, 0.014], [0.000, 0.007, 0.001], [0.004, 0.000, -0.014], [0.014, 0.001, -0.005], [0.020, 0.015, -0.012], [0.004, 0.022, 0.006], [-0.014, 0.014, 0.014], [0.004, 0.042, -0.015], [-0.020, 0.019, 0.058], [-0.019, -0.064, 0.004], [-0.001, 0.009, 0.003], [0.000, 0.001, 0.010], [0.005, 0.005, 0.018], [-0.011, -0.010, -0.001], [-0.005, 0.018, 0.007], [0.012, -0.001, 0.010], [-0.004, 0.007, 0.005], [0.018, -0.014, -0.012], [0.004, 0.001, -0.028], [-0.006, 0.018, -0.017], [0.002, -0.010, 0.002], [-0.007, -0.011, -0.002], [-0.011, 0.020, 0.018], [-0.155, 0.212, -0.113], [-0.053, 0.117, 0.076], [0.024, -0.030, 0.037], [-0.023, 0.000, 0.019], [-0.059, 0.027, 0.035], [0.055, 0.010, 0.031], [-0.009, -0.015, -0.022], [0.033, -0.001, 0.032], [-0.049, 0.063, 0.006], [-0.026, -0.027, -0.007], [0.042, -0.019, -0.002], [-0.056, -0.023, -0.079], [0.018, -0.009, -0.005], [-0.024, -0.012, -0.010], [0.028, 0.013, -0.054], [-0.014, -0.017, 0.039], [0.029, 0.009, 0.030]],
  "mulliken_charge": [-0.66, -0.96, -1.04, 0.31, -0.03, -0.10, -0.13, -0.74, -0.21, 1.70, -1.09, 0.15, -0.83, 0.30, -0.35, -0.41, -0.98, 0.09, 0.12, -0.68, -0.77, -0.13, -0.61, -0.94, 0.39, 0.26, 0.35, 0.44, 0.45, 0.55, 0.79, 0.71, 0.37, 0.34, 0.36, 0.42, 0.35, 0.38, 0.45, 0.35, 0.47, 0.38, -1.02, -0.38, 0.64, -0.47, -0.75, -1.30, -0.13, 0.32, -0.02, 0.09, 0.16, -0.07, -0.03, 0.70, -0.87, -0.68, 0.72, -0.42, -1.05, 0.66, -0.03, -0.52, -0.85, -0.70, -0.55, 0.68, -0.50, -0.65, 0.26, 0.36, 0.42, 0.44, 0.39, 0.41, 0.51, 0.44, 0.44, 0.14, 0.44, 0.39, 0.27, 0.40, 0.37, 0.41, 0.43, 0.43, 0.48, 0.37, 0.17, 0.26, -0.54, 1.15, -0.55, -0.03, -0.62, -0.97, 0.89, -0.49, -0.24, -0.51, 0.87, -0.98, 0.48, 0.43, 0.25, 0.26, 0.57]
}


2.
{
  "formula": "C46H45FeN6PSSe2Te",
  "method": "wB97M-V/def2-TZVPD",
  "multiplicity": 5,
  "total_charge": -2,
  "e_tot_ha": -9182.6597,
  "e_homo_ev": [-0.37, -0.45],
  "de_lowest_ev": 0.0000,
  "s2": 6.024,
  "orbital_gap_ev": [4.221, 4.293],
  "e_lumo_ev": [3.847, 3.847],
  "species": ["Fe", "C", "C", "C", "C", "C", "C", "C", "C", "C", "S", "C", "N", "H", "H", "H", "H", "H", "H", "H", "H", "Se", "P", "Se", "C", "C", "C", "C", "C", "C", "C", "C", "C", "C", "C", "C", "H", "H", "H", "H", "H", "H", "H", "H", "H", "H", "C", "N", "C", "N", "C", "N", "C", "N", "C", "C", "H", "H", "H", "H", "H", "H", "H", "H", "H", "H", "H", "H", "Te", "C", "C", "C", "C", "C", "C", "C", "C", "C", "C", "C", "C", "H", "H", "H", "H", "H", "H", "H", "H", "H", "H", "N", "C", "C", "C", "C", "C", "C", "H", "H", "H", "H", "H"],
  "positions_angstrom": [[-0.112, 0.277, 0.778], [-2.964, -1.305, -1.321], [-3.438, -0.757, -0.006], [-4.822, -0.495, 0.158], [-5.257, 0.013, 1.341], [-4.344, 0.208, 2.405], [-4.761, 0.672, 3.671], [-3.834, 0.781, 4.673], [-2.498, 0.423, 4.457], [-2.037, -0.033, 3.233], [-0.390, -0.525, 3.037], [-2.990, -0.109, 2.169], [-2.560, -0.533, 0.941], [-3.564, -2.172, -1.607], [-1.922, -1.613, -1.243], [-3.050, -0.568, -2.122], [-5.495, -0.672, -0.671], [-6.302, 0.258, 1.496], [-5.801, 0.937, 3.821], [-4.126, 1.153, 5.649], [-1.779, 0.517, 5.261], [3.620, -1.324, -0.332], [2.504, 0.136, 0.907], [-0.113, 3.098, 2.397], [3.369, 1.722, 0.600], [2.657, 2.868, 0.286], [3.333, 4.058, 0.042], [4.713, 4.105, 0.117], [5.430, 2.957, 0.439], [4.760, 1.773, 0.679], [3.003, -0.147, 2.652], [3.648, -1.310, 3.053], [3.927, -1.530, 4.395], [3.575, -0.580, 5.342], [2.940, 0.588, 4.940], [2.646, 0.804, 3.606], [1.575, 2.845, 0.264], [2.761, 4.946, -0.193], [5.236, 5.035, -0.075], [6.512, 2.989, 0.504], [5.307, 0.865, 0.905], [3.946, -2.031, 2.303], [4.420, -2.447, 4.696], [3.787, -0.753, 6.391], [2.644, 1.328, 5.674], [2.092, 1.686, 3.299], [-1.304, -3.479, 1.012], [-1.270, -4.943, 1.161], [-0.200, -5.269, 2.107], [1.101, -4.779, 1.670], [1.007, -3.320, 1.511], [-0.030, -2.947, 0.540], [0.304, -3.571, -0.738], [0.376, -5.036, -0.638], [-0.910, -5.515, -0.134], [1.400, -5.354, 0.363], [-1.534, -3.011, 1.972], [-2.091, -3.227, 0.299], [-0.153, -6.358, 2.222], [-0.439, -4.818, 3.073], [1.961, -2.937, 1.152], [0.760, -2.862, 2.469], [1.266, -3.177, -1.074], [-0.468, -3.316, -1.473], [-0.866, -6.606, -0.038], [-1.688, -5.258, -0.860], [2.358, -4.960, 0.018], [1.470, -6.444, 0.458], [0.481, -0.127, -1.935], [1.539, 1.562, -2.607], [0.911, 2.796, -2.738], [1.635, 3.883, -3.205], [2.982, 3.749, -3.500], [3.614, 2.527, -3.328], [2.894, 1.425, -2.887], [-0.803, -0.250, -3.629], [-1.094, -1.523, -4.112], [-1.957, -1.690, -5.186], [-2.520, -0.583, -5.802], [-2.219, 0.690, -5.336], [-1.372, 0.858, -4.251], [-0.122, 2.927, -2.445], [1.144, 4.845, -3.295], [3.550, 4.609, -3.835], [4.676, 2.431, -3.518], [3.386, 0.477, -2.710], [-0.637, -2.390, -3.651], [-2.180, -2.687, -5.545], [-3.192, -0.710, -6.642], [-2.656, 1.561, -5.808], [-1.174, 1.851, -3.876], [-0.693, 2.161, 0.811], [-1.346, 2.874, -0.135], [-1.284, 4.291, -0.277], [-1.918, 4.951, -1.306], [-2.683, 4.278, -2.258], [-2.785, 2.897, -2.124], [-2.134, 2.219, -1.113], [-0.706, 4.837, 0.454], [-1.812, 6.031, -1.370], [-3.194, 4.807, -3.053], [-3.390, 2.330, -2.826], [-2.234, 1.145, -1.047]],
  "atomic_forces_ev_per_a": [[-0.321, 0.414, 0.823], [0.024, -0.048, 0.038], [0.010, 0.074, 0.016], [0.075, 0.069, 0.104], [0.046, -0.016, -0.017], [-0.201, 0.036, 0.008], [0.073, -0.001, 0.023], [-0.108, 0.005, -0.055], [0.115, -0.013, 0.000], [-0.063, 0.032, 0.114], [0.104, -0.164, 0.011], [0.114, -0.034, -0.143], [-0.062, -0.118, -0.115], [-0.005, -0.017, -0.021], [-0.054, 0.041, 0.008], [-0.018, 0.012, 0.014], [-0.036, -0.019, -0.015], [-0.021, 0.004, 0.001], [-0.016, 0.004, 0.020], [-0.017, -0.003, -0.002], [-0.002, 0.006, -0.009], [-0.045, 0.045, 0.066], [0.047, -0.164, -0.177], [-0.065, -0.071, -0.194], [0.060, -0.043, 0.015], [-0.043, 0.042, 0.021], [-0.014, 0.058, -0.021], [-0.001, 0.062, -0.036], [0.062, 0.023, 0.015], [0.044, -0.040, -0.013], [0.050, -0.199, -0.057], [0.026, 0.044, 0.004], [0.039, -0.017, 0.042], [0.011, 0.002, 0.047], [0.026, 0.026, 0.084], [-0.067, 0.008, -0.045], [-0.027, -0.016, -0.048], [-0.009, 0.045, -0.013], [0.014, 0.030, 0.001], [0.013, 0.004, -0.008], [0.000, 0.001, 0.004], [-0.037, -0.043, -0.041], [0.011, -0.010, 0.017], [0.001, -0.002, 0.014], [-0.006, 0.008, 0.019], [-0.021, 0.056, 0.006], [-0.094, 0.085, 0.040], [-0.038, -0.037, 0.020], [-0.014, -0.072, 0.091], [0.029, -0.055, 0.051], [0.051, 0.125, 0.054], [-0.009, 0.102, -0.153], [0.006, 0.065, -0.065], [0.016, -0.041, -0.033], [-0.055, -0.100, -0.057], [0.085, -0.074, -0.025], [-0.006, -0.007, -0.017], [-0.001, -0.004, 0.021], [-0.003, 0.019, 0.005], [0.002, -0.016, -0.014], [0.053, 0.009, 0.030], [0.026, -0.014, -0.007], [-0.012, -0.023, -0.010], [0.022, -0.024, 0.024], [-0.005, 0.021, -0.007], [0.013, -0.010, 0.014], [-0.014, -0.015, 0.005], [0.004, 0.025, -0.004], [0.288, -0.380, -0.531], [-0.041, 0.081, 0.087], [0.073, -0.014, 0.020], [-0.023, 0.062, 0.021], [0.048, 0.069, -0.015], [0.031, -0.080, 0.002], [-0.009, 0.051, -0.004], [-0.061, 0.126, 0.079], [0.000, 0.028, -0.017], [0.026, -0.059, 0.018], [-0.062, 0.030, -0.060], [-0.020, -0.011, -0.023], [0.073, -0.078, 0.022], [-0.022, 0.025, 0.016], [-0.014, 0.007, -0.001], [0.009, 0.010, -0.005], [0.007, -0.005, 0.001], [0.016, -0.022, -0.010], [0.012, -0.019, 0.004], [-0.006, -0.007, -0.009], [-0.004, -0.004, -0.012], [-0.013, 0.011, -0.011], [-0.005, -0.023, -0.063], [0.003, 0.105, 0.012], [0.152, 0.144, -0.074], [0.098, -0.137, 0.252], [-0.024, 0.137, -0.087], [0.009, 0.002, -0.016], [-0.161, -0.022, -0.090], [-0.137, -0.230, -0.040], [0.024, 0.022, 0.055], [-0.011, 0.002, -0.004], [-0.013, 0.017, -0.020], [0.002, 0.010, 0.013], [-0.007, 0.084, 0.021]],
  "mulliken_charge": [3.08, -0.46, 0.50, -1.54, -1.16, 1.09, -0.86, -0.72, -0.71, 0.85, -0.75, -1.19, 1.00, 0.60, -0.65, 0.47, 0.51, 0.34, 0.34, 0.33, 0.46, -0.65, -0.05, -0.60, 0.47, 0.46, -0.60, -0.63, -0.67, -0.76, 0.56, -0.38, -0.61, -0.50, -0.53, -0.42, -0.04, 0.47, 0.33, 0.36, 0.34, 0.34, 0.37, 0.34, 0.42, 0.08, -0.36, 0.15, -0.71, 0.04, -0.24, 0.83, -0.28, 0.11, -0.76, -0.78, -0.07, -0.17, 0.34, 0.37, -0.28, 0.17, -0.08, -0.05, 0.34, 0.34, 0.40, 0.34, -0.19, 0.50, 1.01, -1.19, -0.68, -0.74, -0.44, 0.21, 0.10, -0.74, -0.59, -0.86, -0.23, -0.35, 0.45, 0.37, 0.42, 0.38, 0.41, 0.42, 0.35, 0.41, 0.54, -0.37, -0.06, -0.33, -0.81, -0.81, -0.09, 0.79, 0.41, 0.35, 0.35, 0.46, -0.77]
}